No. 1
Formula: C4H32B6CaO
Source: the Open Molecules 2025 dataset
Level of theory: wB97M-V/def2-TZVPD

Positions of all 44 atoms, in Å:
Ca: 2.499 20.512 16.558
H: -0.660 14.798 15.216
B: 4.789 20.882 15.637
H: 5.831 20.802 15.368
H: 1.709 21.062 13.203
H: 0.664 18.476 15.610
H: -0.587 19.884 18.309
H: 0.631 21.233 14.544
H: 2.389 24.031 17.674
H: 4.703 20.621 16.680
H: 3.260 22.733 16.903
H: 2.944 18.589 16.267
B: 3.324 21.369 19.411
C: -0.721 16.917 14.927
H: 2.335 21.621 14.701
B: 2.310 23.243 16.941
H: 1.833 19.906 14.550
H: 3.319 21.288 18.335
O: 1.501 16.490 15.478
H: 3.661 19.047 17.789
H: -1.497 15.651 16.531
B: 0.434 20.121 18.056
H: 1.001 17.838 14.006
H: -1.501 17.667 15.056
H: 0.783 16.365 17.366
H: 0.990 19.227 17.819
H: 0.434 20.745 17.176
H: 1.220 14.834 16.484
H: 4.380 17.711 16.897
H: 4.199 20.166 15.086
H: 1.542 22.533 17.207
H: 2.743 17.599 17.671
H: 0.962 20.581 18.877
B: 1.629 20.928 14.270
H: 4.491 21.903 15.456
C: 0.645 17.572 15.002
C: 0.758 15.819 16.423
H: 2.829 22.307 19.614
H: 4.344 21.458 19.752
B: 3.455 18.211 17.139
H: -0.736 16.510 13.916
H: 2.797 20.492 19.752
H: 2.095 23.591 15.942
C: -0.664 15.699 15.829

Cartesian forces, eV/Å:
0.256 1.699 1.267
-0.314 -0.193 -0.056
0.685 0.238 -0.338
4.632 -0.590 -1.245
0.440 0.281 -4.688
0.160 -0.355 0.366
-4.506 -1.150 1.103
-4.114 1.016 1.293
0.170 3.408 3.109
0.037 -0.668 3.831
3.389 -1.485 -0.152
-1.523 0.327 -3.584
-0.120 -0.254 0.500
0.050 0.118 -1.266
2.287 2.374 1.288
-0.083 0.311 -0.273
0.726 -3.818 0.733
0.457 -0.185 -3.307
-0.454 1.061 -1.285
0.958 2.832 2.476
0.143 -0.062 0.317
-0.382 -0.068 0.193
0.142 0.157 0.210
-0.198 -0.308 0.222
-0.008 -0.056 0.289
1.873 -3.807 -0.868
-0.553 2.449 -3.134
0.042 -0.181 0.598
3.726 -2.177 -1.163
-1.999 -2.636 -2.474
-3.017 -2.266 1.162
-2.706 -2.876 2.169
1.501 1.841 2.783
-0.376 0.189 -0.615
-1.202 3.641 -0.789
0.925 -0.446 -0.026
-0.303 -0.464 0.425
-2.250 3.657 1.169
4.617 0.113 1.513
0.079 -0.530 0.353
-0.671 0.228 -0.349
-1.782 -3.332 2.032
-0.949 1.896 -4.192
0.215 0.069 0.402

Calculated values
net charge = -4
energy relative to the best compared isomer or geometry (same formula, charge and spin) = 161.3 kcal per mole
orbital gap = 4.009 eV
highest occupied orbital energy = 4.756 eV
2S+1 = 1

Atom charges from the natural (NBO) analysis, given in e for atoms 1 to 5: 1.77 0.16 -0.87 -0.05 -0.04

***

No. 2
Formula: C2H3ClO2S
Source: the Open Molecules 2025 dataset
Level of theory: wB97M-V/def2-TZVPD

Positions of all 9 atoms, in Å:
H: -0.134 0.672 -1.659
C: -1.167 -0.413 0.123
O: 0.682 -2.024 0.613
H: 0.758 0.542 -0.059
H: -0.120 -1.110 1.587
O: -0.916 -0.476 1.505
Cl: -2.899 0.059 -0.086
S: -0.056 -1.678 -0.675
C: -0.042 0.192 -0.657

Cartesian forces, eV/Å:
-0.310 -0.532 0.941
-0.339 1.712 2.217
0.446 -0.882 -1.325
0.736 0.349 0.533
-0.736 0.354 -0.194
-0.272 -0.085 -1.560
1.393 -0.725 -0.475
0.216 0.424 1.307
-1.134 -0.614 -1.445

Calculated values
energy relative to the best compared isomer or geometry (same formula, charge and spin) = 37.2 kcal per mole
orbital gap = 10.310 eV
highest occupied orbital energy = -9.997 eV
2S+1 = 1

Atom charges from the natural (NBO) analysis, given in e for atoms 1 to 5: 0.26 0.11 -0.95 0.26 0.51

***

No. 3
Formula: C26H49NO4Si2Ti
Source: the Open Molecules 2025 dataset
Level of theory: wB97M-V/def2-TZVPD

Positions of all 83 atoms, in Å:
O: -1.665 1.323 3.821
H: -1.501 4.293 -2.094
C: -0.174 -5.337 -4.998
C: -1.210 -1.664 0.489
H: 2.774 -0.343 -0.233
H: -0.209 2.681 -0.641
H: 0.868 -5.604 -5.228
H: -2.296 -2.535 3.488
H: 1.184 -2.029 -5.067
H: -2.794 -0.496 -1.292
H: -2.961 -4.121 -6.367
H: 0.586 -1.976 3.385
C: 2.414 0.600 4.265
C: 4.583 0.196 3.184
Si: -0.607 -3.632 -5.680
H: 0.405 -4.726 0.098
H: -0.302 -5.380 -3.906
H: 6.412 -0.110 2.114
H: 5.071 0.327 4.156
H: -0.442 -5.572 1.396
C: -1.945 1.210 -6.906
H: -4.785 0.763 -0.554
O: -0.744 0.910 -6.182
C: 3.277 -0.159 0.722
H: -1.275 -1.911 -0.599
H: -1.927 2.867 -0.148
H: -2.069 0.483 -7.728
H: 1.101 0.209 -6.635
C: 1.212 2.363 -6.543
C: 0.180 -2.248 -4.667
H: -0.376 -1.289 -4.712
C: 3.174 0.328 3.115
C: 4.665 -0.249 0.833
H: 0.423 0.991 5.039
H: -2.750 1.040 -6.177
Si: -0.760 -3.112 1.608
H: -0.358 -4.406 -8.052
H: -0.366 -2.633 -7.967
C: 5.322 -0.061 2.050
H: -3.019 2.748 -7.915
C: 2.508 0.180 1.849
H: -3.505 1.018 0.650
H: -2.244 -4.289 3.226
H: -0.875 2.952 -3.053
H: 0.317 -2.577 -3.624
C: 0.485 1.081 -6.906
C: 1.056 0.806 4.170
C: 0.459 0.772 2.924
O: -1.496 0.925 1.617
C: -2.263 -3.316 2.719
C: -3.798 1.205 -0.387
H: -3.191 -3.258 2.137
H: -2.769 -2.406 -5.928
C: -0.988 1.047 2.851
H: 1.096 -3.538 -7.516
H: -1.290 2.785 -8.274
C: -0.003 -3.543 -7.467
C: -1.250 2.525 -0.946
C: -2.830 0.597 -1.360
H: 2.889 0.657 5.237
H: 1.452 2.407 -5.472
H: -2.240 -1.379 0.801
C: 0.718 -2.829 2.709
H: -3.902 2.286 -0.526
H: -0.818 -6.113 -5.438
N: 1.133 0.402 1.779
Ti: -0.354 0.099 0.377
H: -2.879 -3.646 -4.654
O: -1.384 1.044 -1.084
H: 5.256 -0.461 -0.051
H: -2.607 2.997 -2.567
H: 0.620 3.251 -6.805
H: 2.150 2.399 -7.107
H: -3.009 0.884 -2.399
C: -0.517 -4.731 0.692
H: -1.352 -4.953 0.015
H: -1.892 3.385 -6.705
H: 0.307 1.058 -7.995
C: -1.581 3.212 -2.255
C: -2.025 2.615 -7.477
H: 1.643 -2.678 2.143
H: 0.854 -3.724 3.336
C: -2.479 -3.432 -5.657

Cartesian forces, eV/Å:
-0.065 0.105 -0.138
-0.067 -0.105 -0.039
0.093 -0.009 0.089
-0.786 -1.728 -0.381
0.232 0.129 0.212
-0.185 0.060 -0.037
-0.229 0.063 0.095
-0.022 -0.072 -0.117
-0.200 -0.124 0.157
0.093 0.369 0.003
0.105 0.154 0.194
0.001 -0.069 -0.154
-0.781 0.206 1.112
-0.576 0.122 0.140
-0.174 -0.037 -0.251
-0.105 -0.012 0.018
0.029 -0.002 -0.246
-0.386 -0.057 -0.128
-0.198 -0.049 -0.363
0.002 0.243 -0.073
0.375 -0.260 0.135
0.084 0.005 -0.051
-0.054 0.355 -0.357
-0.092 0.113 0.407
0.156 -0.199 0.398
0.463 -0.251 -0.120
0.022 0.085 0.196
-0.118 0.244 -0.192
-0.016 0.205 0.061
0.286 0.199 -0.026
0.143 -0.578 0.086
0.893 -0.275 -1.094
-0.068 -0.080 -0.303
0.225 0.077 -0.301
0.184 0.049 -0.237
-0.517 0.000 0.228
0.071 0.217 0.174
0.104 -0.188 0.121
0.189 -0.010 -0.069
0.097 0.033 -0.003
0.240 0.232 0.734
-0.009 0.002 -0.229
-0.023 0.144 -0.002
-0.254 -0.112 0.141
-0.143 0.256 -0.235
-0.304 -0.280 0.144
0.388 0.012 0.178
-0.408 0.012 0.778
-0.007 0.742 0.601
-0.064 -0.107 0.126
-0.301 0.106 0.215
0.125 -0.043 0.098
0.061 -0.239 0.063
0.057 -0.251 0.112
-0.246 -0.001 0.015
-0.136 -0.060 0.208
-0.010 0.045 -0.068
-0.519 -0.735 -0.285
1.350 0.325 0.006
0.141 -0.056 -0.099
-0.108 -0.069 -0.280
0.470 -0.086 -0.199
0.246 -0.086 0.114
-0.043 -0.174 -0.025
0.157 0.239 0.075
-0.126 -0.053 -0.896
1.364 0.158 0.401
0.049 0.070 -0.234
-1.686 1.143 -0.943
-0.083 -0.045 0.004
0.213 0.058 -0.005
0.173 -0.259 0.091
-0.049 0.070 0.103
-0.041 -0.084 0.133
0.110 -0.161 -0.256
0.104 0.081 0.082
-0.001 -0.236 -0.141
-0.037 -0.143 0.288
0.340 0.250 0.030
-0.055 0.221 0.041
-0.059 0.016 0.080
0.000 0.165 -0.128
-0.085 0.006 0.019

Calculated values
orbital gap (spin up / spin down) = 5.035 / 8.016 eV
highest occupied orbital energy (spin up / spin down) = -5.159 / -8.117 eV
expectation value of S² = 2.031
2S+1 = 3

Atom charges from the Mulliken analysis, given in e for atoms 1 to 5: -0.73 0.44 -0.98 -0.54 0.27

***

No. 4
Formula: C6H7NO2
Source: the Open Molecules 2025 dataset
Level of theory: wB97M-V/def2-TZVPD

Positions of all 16 atoms, in Å:
H: 1.526 0.272 2.407
C: -1.348 -1.319 -0.779
C: 0.718 0.219 -1.080
C: -0.699 -0.344 -1.569
O: 0.217 -1.369 0.923
H: -0.661 1.879 0.699
H: 1.240 1.131 -1.371
C: 1.372 0.669 1.465
H: -2.343 -1.634 -1.095
H: 2.081 1.438 1.035
H: -1.333 0.240 -2.366
N: -0.924 -2.073 0.236
C: -0.134 1.038 1.157
C: 0.529 0.012 0.419
H: -0.820 0.793 1.910
O: 0.579 -0.952 -1.990

Cartesian forces, eV/Å:
0.422 -0.897 1.427
-1.531 -3.667 3.465
-3.990 -2.906 -0.166
3.026 3.128 -2.804
-0.631 -0.149 -2.544
1.349 0.429 -0.447
-0.361 -0.315 -0.517
-0.830 3.428 -3.338
0.223 -0.215 -0.264
-0.539 -1.185 0.864
1.482 -1.406 1.466
0.750 4.705 -1.070
-0.430 1.497 0.409
1.280 -3.686 1.044
-0.544 -1.229 1.159
0.324 2.468 1.317

Calculated values
energy relative to the best compared isomer or geometry (same formula, charge and spin) = 145.9 kcal per mole
orbital gap = 9.714 eV
highest occupied orbital energy = -9.294 eV
SMILES string = C1=NOC2(CC2)[C@H]2O[C@@H]12
2S+1 = 1

Atom charges from the natural (NBO) analysis, given in e for atoms 1 to 5: 0.24 -0.05 0.07 -0.03 -0.39

***

No. 5
Formula: C37H27GeINSm
Source: the Open Molecules 2025 dataset
Level of theory: wB97M-V/def2-TZVPD

Positions of all 68 atoms, in Å:
C: -5.261 -4.560 0.317
C: 0.308 -5.865 -0.117
C: -2.449 0.377 0.573
C: -4.490 -3.403 0.358
Sm: 0.488 1.955 0.293
C: 0.251 -3.060 -0.032
C: 1.844 -0.591 1.000
C: -0.774 -5.171 -0.632
C: -0.998 0.081 1.013
H: 3.410 -1.625 -4.139
C: -0.863 6.884 0.627
C: 0.372 4.789 0.839
H: 3.096 0.460 -0.429
H: -3.353 -0.899 -1.622
H: -1.602 -5.710 -1.075
H: -2.961 6.703 0.322
C: 2.736 6.205 1.212
C: -1.995 4.772 0.444
C: 1.438 -1.073 -4.762
C: 1.325 -3.774 0.480
C: -0.841 4.023 0.621
C: 0.361 6.209 0.830
C: -3.117 -0.945 0.512
C: 1.576 6.900 1.020
C: -0.792 -3.790 -0.586
H: 2.853 -1.610 -1.740
C: 0.825 -0.988 -2.039
C: 2.841 -0.834 3.205
H: -0.598 -0.492 -5.086
C: 2.983 0.122 0.607
Ge: 0.159 -0.999 -0.075
H: 1.677 -1.116 -5.816
H: 0.335 -6.948 -0.155
H: 3.698 4.312 1.389
H: -4.179 -3.510 2.484
C: -4.228 -2.653 -0.804
H: -2.967 -1.363 2.608
H: -2.947 4.262 0.287
H: 4.828 -0.059 3.451
C: 1.594 4.028 1.048
H: 2.216 -5.688 0.839
C: 1.359 -5.156 0.440
H: 0.910 -1.555 2.648
C: 2.096 -1.341 -2.469
C: 2.407 -1.365 -3.818
H: -1.641 -3.259 -0.992
C: 4.050 0.304 1.481
C: -2.019 6.177 0.458
H: 1.575 7.988 1.002
H: -4.599 -3.002 -1.761
C: -3.545 -1.468 -0.720
H: 2.763 -1.205 4.220
H: -1.112 -0.366 -2.684
C: 0.163 -0.730 -4.354
I: 1.246 2.660 -2.569
N: -5.940 -5.498 0.300
H: 3.675 6.740 1.344
H: -2.904 1.002 1.355
H: 4.948 0.805 1.143
H: 2.157 -3.235 0.919
C: 2.735 4.798 1.221
C: 1.796 -1.029 2.324
H: -0.869 7.971 0.602
C: -3.338 -1.723 1.658
H: -2.576 0.913 -0.387
C: 3.987 -0.184 2.778
C: -3.999 -2.921 1.592
C: -0.123 -0.675 -3.004

Cartesian forces, eV/Å:
-1.174 -1.666 -0.096
0.042 -0.181 0.004
0.556 -0.233 0.375
1.083 1.584 -0.066
-0.570 1.022 0.093
-0.264 0.826 0.191
0.001 0.280 -0.474
-0.121 -0.210 -0.109
0.753 0.473 -1.184
-0.004 -0.002 0.013
-0.070 0.207 0.018
-0.051 -0.658 -0.009
-0.123 0.043 0.212
-0.014 0.070 -0.015
-0.056 -0.008 0.004
0.036 -0.016 -0.039
0.052 0.225 -0.056
-0.058 -0.824 0.108
0.012 -0.007 -0.220
0.231 0.253 0.118
0.127 0.366 -0.058
0.043 -0.018 -0.073
-0.581 -0.048 -0.460
0.106 0.242 -0.005
-0.181 0.167 -0.069
0.072 0.004 0.009
-0.604 0.344 0.737
0.020 -0.120 0.082
-0.035 0.045 -0.025
-0.001 -0.454 -0.364
0.660 -1.518 0.334
0.049 0.040 -0.085
-0.004 -0.008 0.014
-0.079 -0.013 -0.044
0.013 0.046 0.025
-0.439 -0.714 0.307
0.056 0.084 0.008
0.054 0.009 -0.032
-0.010 0.062 -0.015
0.104 0.732 0.370
0.029 -0.008 0.031
0.149 -0.282 0.020
-0.126 0.008 0.115
0.069 -0.111 0.231
0.250 -0.130 -0.056
-0.114 -0.027 -0.062
0.235 0.037 0.206
0.004 0.197 0.002
-0.007 -0.016 0.023
0.040 -0.057 0.043
0.174 0.477 0.192
0.032 0.002 0.024
-0.072 0.040 -0.022
-0.046 -0.070 -0.159
0.070 0.034 -0.154
0.361 0.391 -0.014
-0.064 -0.010 0.005
-0.025 -0.096 -0.110
-0.023 0.105 -0.037
0.074 -0.038 0.022
0.004 -0.753 0.180
-0.222 -0.108 0.085
0.013 0.014 0.051
0.097 0.220 0.075
-0.134 -0.060 0.161
0.164 0.170 -0.118
-0.308 -0.339 -0.346
-0.253 -0.019 0.086

Calculated values
net charge = -2
orbital gap (spin up / spin down) = 5.185 / 5.211 eV
highest occupied orbital energy (spin up / spin down) = -0.762 / -0.787 eV
expectation value of S² = 8.768
2S+1 = 6

Atom charges from the Mulliken analysis, given in e for atoms 1 to 5: 0.13 -0.45 -0.37 0.59 0.41

***

No. 6
Formula: C17H24N6
Source: the Open Molecules 2025 dataset
Level of theory: wB97M-V/def2-TZVPD

Positions of all 47 atoms, in Å:
H: 0.177 -3.590 1.188
H: -2.375 -1.652 0.004
N: -0.478 -2.436 -0.437
N: 2.315 2.280 1.460
H: 1.995 -2.682 1.818
H: -2.175 -3.328 0.433
C: 0.184 2.009 2.677
H: 1.132 -1.550 -1.571
C: -2.480 -3.040 -1.711
N: 3.765 1.990 -0.539
C: -2.657 -2.166 -4.019
H: 2.582 3.064 1.962
C: 1.755 -2.170 0.829
C: -0.766 3.742 3.915
H: -2.838 3.429 4.781
H: -1.139 0.337 2.489
C: -1.895 -2.558 -0.306
N: 1.250 0.046 1.794
C: -3.809 -1.140 -4.017
C: 1.315 1.419 1.976
N: 0.250 3.288 3.082
H: -3.001 1.119 3.806
H: -0.195 -1.461 -3.671
H: -1.924 -1.848 -4.734
C: 0.005 -1.587 -1.580
C: -4.951 -1.432 -4.848
H: -3.032 -3.153 -4.231
H: -2.127 -4.110 -1.934
C: -0.519 -2.087 -2.847
H: -0.136 -3.023 -2.984
H: -5.732 -0.707 -5.091
C: -2.014 3.042 4.149
N: -1.981 -2.064 -2.737
H: 3.223 -0.706 1.095
H: -3.697 -0.200 -3.393
C: -0.986 1.270 2.933
C: 2.157 -0.675 0.891
C: -2.121 1.794 3.569
H: 2.357 -2.714 0.076
H: -3.514 -3.114 -1.622
C: 3.052 2.163 0.347
H: -5.088 -2.392 -5.386
H: -0.370 -0.520 -1.517
C: 0.261 -2.532 0.804
H: -0.162 -1.850 1.603
H: 2.125 -0.147 -0.117
H: -0.562 4.689 4.418

Cartesian forces, eV/Å:
-0.046 0.936 -0.367
-0.504 0.946 0.084
1.332 0.193 -1.105
-0.587 -1.221 -0.745
0.388 0.960 -0.986
0.417 0.159 -0.110
-2.007 0.997 1.184
-1.176 -0.202 0.037
3.459 0.315 0.538
-0.020 0.273 -0.407
-0.841 1.853 1.519
-0.155 1.798 1.451
-0.178 -1.001 0.994
-0.350 -1.211 -1.060
0.908 0.024 -0.487
0.401 -1.470 -0.426
-0.427 -1.767 -1.774
0.790 5.389 0.413
-3.576 -1.382 -3.010
0.715 -6.077 -2.081
-1.141 0.216 2.129
1.089 1.000 -0.722
-0.085 0.275 -0.144
0.145 -0.024 -0.820
0.813 1.333 2.664
3.157 1.079 2.187
-0.096 -0.522 -0.334
-0.107 1.283 0.295
-1.790 1.459 0.152
0.934 -3.058 -0.723
0.239 -0.062 0.555
1.591 1.118 0.006
-0.448 -1.254 0.540
0.213 0.579 0.719
-0.145 -1.251 -1.090
-0.737 0.806 -0.337
-0.621 0.233 -1.305
0.402 -0.970 0.764
-0.323 0.357 0.167
-1.997 0.458 -0.337
-0.077 -1.104 0.436
0.570 0.597 0.514
0.409 -0.704 0.381
-0.210 0.429 0.730
0.039 -0.709 -0.619
-0.204 -0.957 0.945
-0.163 -0.120 -0.417

Calculated values
energy relative to the best compared isomer or geometry (same formula, charge and spin) = 121.9 kcal per mole
orbital gap = 7.457 eV
highest occupied orbital energy = -7.849 eV
SMILES string = C=CCN1CCN(CCC/N=C(\NC#N)c2ccccn2)CC1
2S+1 = 1

Atom charges from the natural (NBO) analysis, given in e for atoms 1 to 5: 0.19 0.16 -0.48 -0.66 0.22

***

| no. | E (eV) |
| --- | --- |
| 1 | -29187.40602 |
| 2 | -29573.10010 |
| 3 | -76308.86326 |
| 4 | -11914.10576 |
| 5 | -122815.43602 |
| 6 | -26954.27338 |